Formula: C9H14ErInS
Source: the Open Molecules 2025 dataset
Level of theory: wB97M-V/def2-TZVPD

```
26
Properties=species:S:1:pos:R:3:mulliken_charge:R:1
C 2.10 -1.19 0.37 -0.183
C 2.31 0.34 0.65 -0.539
S 2.95 1.28 -0.77 0.097
C 1.60 1.56 -1.85 -0.779
In -0.24 2.43 -0.72 0.595
C -1.40 0.57 -0.13 -0.051
C -1.20 -0.02 1.14 -0.312
C -1.91 -1.18 1.44 -0.773
C -2.77 -1.70 0.47 -0.373
C -2.99 -1.12 -0.78 -0.520
C -2.29 0.04 -1.09 -0.422
H 1.60 -1.64 1.30 -0.177
H 3.10 -1.77 0.22 0.370
H 1.40 -1.40 -0.45 0.400
H 3.08 0.43 1.45 0.412
H 1.38 0.74 1.08 0.016
H 1.30 0.59 -2.28 0.348
H 1.82 2.24 -2.69 0.441
H -1.19 3.51 -1.75 -0.180
H 0.25 3.36 0.72 -0.230
H -0.51 0.45 1.85 0.727
H -1.74 -1.62 2.42 0.481
H -3.30 -2.63 0.70 0.371
H -3.68 -1.52 -1.52 0.412
H -2.40 0.55 -2.05 0.398
Er 2.71 -2.31 2.27 1.470
```

net charge: +2
<S²>: 3.7705
HOMO (spin up / spin down): -0.524 / -0.515 hartree
energy relative to the best compared isomer or geometry (same formula, charge and spin): 0.00 kJ/mol
multiplicity: 4
energy: -53162.755 eV
lowest unoccupied orbital energy (spin up / spin down): -0.38256 / -0.37895 Eh